A structure of composition C44H96N5O3Sr, computed with ωB97M-V/def2-TZVPD.

Calculated values
charge	+5
LUMO level	-13.250	eV
orbital gap	3.19	eV
E_tot	-2262.36628	Eh
HOMO level	-16.4	eV
maximum force	0.086	hartree/bohr

Each line ends with the Löwdin charge.
Element x y z (Å)
Sr (5.71257, -4.61329, -0.37489)  1.900
N (2.01796, -1.55767, -0.18965)  -0.667
O (3.17295, -1.20224, 0.19538)  -0.127
O (1.08450, -0.83019, -0.51331)  0.004
O (1.88672, -2.74736, -0.37589)  -0.110
C (7.17694, 3.36707, 1.28243)  -0.077
C (6.50395, 3.72069, 2.68922)  -0.223
C (7.23294, 3.25966, 3.95380)  -0.223
C (8.61562, 3.76228, 4.13348)  -0.120
N (9.35509, 3.29141, 5.43964)  -0.129
C (10.85491, 3.86999, 5.49045)  -0.055
C (11.78493, 2.67699, 5.38836)  -0.155
C (11.03417, 1.49168, 5.97438)  -0.155
C (9.67104, 1.75648, 5.45224)  -0.125
C (8.51997, 3.63164, 6.76846)  -0.087
C (8.29398, 5.13537, 6.96961)  -0.236
C (7.88035, 5.42513, 8.41471)  -0.088
H (7.63503, 2.39824, 1.48152)  0.056
H (7.98946, 4.04157, 1.01231)  0.070
H (6.39174, 3.23423, 0.53818)  0.069
H (5.51092, 3.29603, 2.54202)  0.103
H (6.30700, 4.78524, 2.81589)  0.108
H (7.21520, 2.17015, 3.98127)  0.116
H (6.59143, 3.66664, 4.73542)  0.113
H (8.60791, 4.85198, 4.10907)  0.140
H (9.24940, 3.42729, 3.31238)  0.130
H (11.02335, 4.42942, 6.41065)  0.128
H (10.95086, 4.50809, 4.61197)  0.129
H (12.68552, 3.01821, 5.89886)  0.133
H (12.06056, 2.57095, 4.33913)  0.125
H (11.10356, 1.42613, 7.06019)  0.129
H (11.40142, 0.55117, 5.56370)  0.131
H (8.86592, 1.15534, 5.87475)  0.134
H (9.79520, 1.54345, 4.39050)  0.126
H (9.16077, 3.32043, 7.59346)  0.127
H (7.62741, 3.00598, 6.77060)  0.126
H (7.54711, 5.54486, 6.28946)  0.112
H (9.23818, 5.67966, 6.95153)  0.110
H (6.86210, 5.08231, 8.59841)  0.081
H (7.87165, 6.50815, 8.53752)  0.090
H (8.54595, 4.93793, 9.12726)  0.085
C (-0.22919, 0.38010, 4.77657)  -0.112
C (0.67368, -0.44630, 5.61623)  -0.266
C (-0.03704, -1.69306, 6.25391)  -0.151
C (-0.82427, -2.56231, 5.18296)  -0.071
N (-1.55139, -3.83159, 5.71274)  -0.204
C (-2.41020, -4.49580, 4.62173)  -0.096
C (-1.45160, -5.23237, 3.70412)  -0.142
C (-0.28975, -5.64387, 4.61915)  -0.149
C (-0.50261, -4.92763, 5.94432)  -0.081
C (-2.35733, -3.50527, 7.00959)  -0.076
C (-3.41488, -2.35925, 6.78018)  -0.214
C (-4.44113, -2.24633, 7.93096)  -0.071
H (-0.23909, -0.12361, 3.80999)  0.078
H (0.20130, 1.37107, 4.63244)  0.084
H (-1.24525, 0.52224, 5.14468)  0.084
H (1.17891, 0.13937, 6.38425)  0.114
H (1.46930, -0.90103, 5.02607)  0.103
H (-0.71393, -1.20523, 6.95529)  0.102
H (0.74788, -2.19002, 6.82404)  0.108
H (-0.26853, -2.85134, 4.29094)  0.132
H (-1.66159, -1.95078, 4.84677)  0.112
H (-3.22497, -5.06148, 5.07368)  0.144
H (-3.00708, -3.75160, 4.09449)  0.128
H (-1.80399, -6.08725, 3.12696)  0.126
H (-1.08337, -4.52240, 2.96355)  0.107
H (-0.34121, -6.71482, 4.81542)  0.120
H (0.69135, -5.54413, 4.15483)  0.112
H (-1.07315, -5.57125, 6.61391)  0.135
H (0.34374, -4.48195, 6.46697)  0.133
H (-1.63734, -3.29789, 7.80125)  0.133
H (-2.83852, -4.43073, 7.32595)  0.130
H (-3.89201, -2.39994, 5.80101)  0.105
H (-2.88169, -1.40856, 6.78167)  0.089
H (-5.14304, -3.07710, 7.85854)  0.085
H (-4.92767, -1.27124, 7.90682)  0.085
H (-3.90704, -2.20396, 8.88020)  0.084
C (-6.25800, 3.00698, -7.37536)  -0.112
C (-7.11396, 3.79576, -6.36282)  -0.211
C (-6.20358, 4.50313, -5.30981)  -0.174
C (-5.30418, 5.63653, -5.87836)  -0.098
N (-4.18427, 6.17132, -4.96406)  -0.187
C (-4.68538, 6.85372, -3.70836)  -0.076
C (-4.78087, 8.39725, -4.03361)  -0.123
C (-4.48524, 8.58856, -5.49398)  -0.149
C (-3.57967, 7.39860, -5.78808)  -0.067
C (-3.09690, 5.10666, -4.57324)  -0.094
C (-2.51888, 4.25866, -5.71994)  -0.226
C (-1.31153, 3.41742, -5.37238)  -0.089
H (-6.84648, 2.44461, -8.10030)  0.080
H (-5.63648, 2.25870, -6.88353)  0.063
H (-5.54210, 3.65464, -7.88143)  0.062
H (-7.93475, 3.19521, -5.97074)  0.113
H (-7.60861, 4.50335, -7.02821)  0.111
H (-5.58490, 3.82885, -4.71762)  0.103
H (-6.87305, 4.88666, -4.53986)  0.104
H (-6.02995, 6.43425, -6.03647)  0.139
H (-4.82397, 5.30792, -6.80005)  0.113
H (-4.06261, 6.71759, -2.82420)  0.130
H (-5.62329, 6.34144, -3.49386)  0.118
H (-4.13256, 8.95836, -3.36060)  0.123
H (-5.79637, 8.68876, -3.76551)  0.122
H (-3.90894, 9.45909, -5.80730)  0.134
H (-5.36910, 8.61751, -6.13120)  0.121
H (-2.56312, 7.50986, -5.41080)  0.135
H (-3.47759, 7.03903, -6.81198)  0.127
H (-3.56322, 4.55708, -3.75556)  0.127
H (-2.29979, 5.70297, -4.12924)  0.127
H (-2.28531, 4.96129, -6.51985)  0.114
H (-3.30412, 3.60180, -6.09415)  0.100
H (-0.74420, 3.13472, -6.25913)  0.085
H (-1.54697, 2.50755, -4.82028)  0.077
H (-0.63664, 3.96958, -4.71836)  0.078
C (-3.79120, -8.62405, -8.50616)  -0.079
C (-3.84372, -8.36411, -6.98363)  -0.255
C (-3.65108, -6.85999, -6.70618)  -0.175
C (-3.71157, -6.66232, -5.18302)  -0.092
N (-3.59510, -5.17264, -4.67959)  -0.159
C (-4.89179, -4.37832, -4.80568)  -0.094
C (-5.70499, -4.64251, -3.50356)  -0.134
C (-4.71544, -5.18976, -2.53782)  -0.201
C (-3.35149, -5.17623, -3.09645)  -0.076
C (-2.43334, -4.29950, -5.31839)  -0.077
C (-0.99920, -4.96794, -5.39705)  -0.232
C (0.05697, -4.04773, -5.89807)  -0.104
H (-4.63045, -8.08580, -8.94667)  0.081
H (-3.81036, -9.68380, -8.76044)  0.085
H (-2.83575, -8.18267, -8.78975)  0.074
H (-3.12645, -9.00988, -6.47708)  0.112
H (-4.79592, -8.69675, -6.57040)  0.112
H (-4.48922, -6.30364, -7.12582)  0.121
H (-2.68404, -6.52541, -7.08167)  0.102
H (-3.03391, -7.29519, -4.61001)  0.127
H (-4.61358, -7.03078, -4.69444)  0.136
H (-4.71474, -3.33870, -5.08127)  0.128
H (-5.43185, -4.66540, -5.70792)  0.128
H (-6.13466, -3.68513, -3.20878)  0.121
H (-6.56021, -5.27105, -3.75183)  0.126
H (-4.84221, -4.50503, -1.69926)  0.127
H (-4.95181, -6.21322, -2.24668)  0.127
H (-2.82979, -4.28893, -2.73780)  0.138
H (-2.95297, -6.15984, -2.84787)  0.123
H (-2.41663, -3.34121, -4.79926)  0.127
H (-2.89499, -4.16235, -6.29624)  0.124
H (-1.11248, -5.88607, -5.97351)  0.099
H (-0.71139, -5.27264, -4.39086)  0.106
H (-0.35941, -3.57268, -6.78637)  0.088
H (0.94215, -4.66960, -6.03164)  0.086
H (0.39501, -3.19759, -5.30554)  0.082